Here is a cluster of 4 separate species, C26H37FN4O5S in total from the Open Molecules 2025 dataset. Energies are from the ωB97M-V functional and the def2-TZVPD basis.

Computed properties:
ΔE to the lowest compared entry with this formula, charge and spin: 2.113 eV
LUMO level: 0.4 eV
Charge: 0
Molar mass: 536.7 g/mol
Multiplicity: 1
Kohn-Sham gap: 0.3493 hartree
Max |F|: 2.86 eV/Å

Each line ends with the Löwdin charge.
CARTESIAN COORDINATES (ANGSTROEM)
O -2.60967 3.50153 -3.78042  0.13
C -1.73772 2.76599 -3.41812  -0.38
N -0.78410 2.13094 -4.29568  0.14
C -0.46708 0.87315 -3.63611  -0.34
O -0.11978 -0.10983 -4.21814  0.05
C -0.70127 1.11622 -2.16295  -0.04
C -0.31234 0.39737 -1.02920  -0.13
C 0.52027 -0.87695 -1.18709  -0.09
C 0.17136 -1.87043 -0.07579  -0.19
F 0.90848 -1.54860 1.08527  -0.09
C -0.70045 0.92051 0.20790  0.02
C -1.44602 2.10067 0.35286  -0.19
C -1.78706 2.59861 1.74493  -0.15
C -0.70718 3.57401 2.26543  -0.20
C 0.59629 2.85827 2.72676  -0.24
C 1.75352 2.98439 1.71930  -0.23
S 2.66810 4.51875 1.90151  0.60
O 2.07198 5.46400 0.99765  -0.30
O 2.71043 4.98026 3.25362  -0.27
O 4.15278 4.20112 1.36711  -0.16
C -1.85739 2.80040 -0.79062  0.05
C -1.47007 2.28065 -2.01046  -0.08
H 0.02616 2.74539 -4.34291  0.15
H 0.28721 -1.34843 -2.14576  0.10
H 1.56987 -0.56438 -1.13081  0.13
H 0.47067 -2.87652 -0.38184  0.06
H -0.89274 -1.81727 0.17463  0.13
H -0.42345 0.40514 1.12695  0.11
H -1.83551 1.74050 2.42330  0.11
H -2.73991 3.13806 1.70496  0.12
H -0.45004 4.32755 1.50868  0.11
H -1.15399 4.10873 3.09877  0.07
H 0.91770 3.34325 3.65195  0.08
H 0.46090 1.80148 2.96924  0.10
H 2.46574 2.17428 1.94242  0.11
H 1.46249 2.87538 0.67018  0.10
H 4.11701 3.44859 0.75821  0.09
H -2.43498 3.72012 -0.74820  0.13
C -1.08128 -5.42182 -5.21798  -0.12
C -1.86339 -4.84863 -6.39333  -0.27
C -1.10515 -3.74383 -7.13352  -0.19
C -0.86558 -2.57006 -6.29182  -0.17
N -0.67436 -1.64891 -5.62739  0.18
H -0.88665 -4.66265 -4.46011  0.04
H -1.64625 -6.22580 -4.74329  0.07
H -0.12302 -5.83050 -5.54739  0.08
H -2.82384 -4.46874 -6.03943  0.11
H -2.08097 -5.65257 -7.10036  0.10
H -1.68198 -3.43440 -8.00724  0.12
H -0.15245 -4.12827 -7.50373  0.12
C 0.21844 5.26474 7.47954  -0.10
C -1.30155 5.14685 7.45065  -0.26
C -1.78668 3.71697 7.18863  -0.18
C -1.38814 3.23346 5.86887  -0.15
N -1.06110 2.85272 4.83546  0.20
H 0.65893 4.99521 6.51794  0.07
H 0.51415 6.28992 7.70111  0.07
H 0.64708 4.61626 8.24633  0.08
H -1.70312 5.82171 6.69220  0.11
H -1.70104 5.47597 8.41185  0.11
H -2.87558 3.68502 7.25923  0.12
H -1.40060 3.04305 7.95574  0.12
C 3.27969 -6.35778 -1.63351  -0.11
C 2.29809 -6.43383 -0.46957  -0.26
C 0.83374 -6.42510 -0.92006  -0.18
C 0.46830 -5.17577 -1.58392  -0.20
N 0.18578 -4.19585 -2.11218  0.18
H 3.16620 -5.42626 -2.19064  0.07
H 4.30522 -6.40033 -1.26679  0.07
H 3.13340 -7.19015 -2.32471  0.08
H 2.48236 -5.60390 0.21558  0.11
H 2.48187 -7.35333 0.08927  0.11
H 0.18686 -6.56196 -0.05136  0.12
H 0.64239 -7.26435 -1.59159  0.12



Here is a structure of composition C20H17O5Ta from the Open Molecules 2025 dataset. Energies are from the ωB97M-V functional and the def2-TZVPD basis.

Computed properties:
ΔE to the lowest compared entry with this formula, charge and spin: 1.159 eV
LUMO level: -8.7 eV
Charge: +2
Molar mass: 518.3 g/mol
Multiplicity: 1
Kohn-Sham gap: 0.2012 hartree
Max |F|: 5.31 eV/Å

Each line ends with the Löwdin charge.
CARTESIAN COORDINATES (ANGSTROEM)
Ta 0.43712 -0.40697 1.38788  1.96
C 1.03650 0.62061 3.51052  -0.10
C 0.53131 -0.73304 3.53286  -0.27
C 1.52347 -1.61634 3.06757  -0.16
C 2.70251 -0.80696 2.89846  -0.05
C 2.40680 0.49166 3.22973  -0.05
H 0.41433 1.48317 3.77249  0.15
H -0.34630 -0.99236 4.13537  0.16
H 1.56887 -2.71186 2.95166  0.15
H 3.65016 -1.22663 2.52159  0.15
H 3.15721 1.20840 3.42363  0.13
C 1.10016 -3.21433 -1.59208  0.02
C 1.17050 -1.92745 -0.82936  -0.16
O 0.79959 -2.05344 0.51781  -0.19
C 1.82194 -0.78821 -1.47126  -0.09
C 2.36596 -0.85986 -2.81791  0.05
C 3.14370 0.18742 -3.40254  0.00
C 3.47479 1.30677 -2.64462  0.02
C 2.94245 1.43637 -1.35520  0.04
C 2.13995 0.44478 -0.78019  -0.21
O 1.73478 0.70308 0.53023  -0.22
H 0.81166 -4.00641 -0.87940  0.11
H 2.09204 -3.40628 -2.11375  0.13
H 0.28905 -3.09178 -2.33544  0.13
H 2.14134 -1.80162 -3.36270  0.13
H 3.42180 0.04583 -4.42176  0.12
H 4.21089 1.96336 -3.06957  0.13
H 2.92332 2.37640 -0.80769  0.14
O -2.51667 3.13932 0.27879  0.13
C -3.23781 2.11322 -0.15947  -0.24
C -4.34545 2.49679 -0.93381  0.03
C -5.31242 1.56744 -1.29139  -0.01
C -5.08936 0.21063 -1.03418  -0.04
C -3.87378 -0.14249 -0.47036  0.01
C -2.99595 0.77510 0.18360  -0.09
C -1.85380 0.40034 0.93010  -0.50
O -0.92862 1.21732 1.36473  -0.10
O -1.63534 -0.84509 1.20994  -0.06
H -1.82655 2.73456 0.85460  0.10
H -4.40757 3.52418 -1.20003  0.13
H -6.30189 1.92208 -1.60032  0.14
H -5.80197 -0.51523 -1.36209  0.11
H -3.53873 -1.22245 -0.36643  0.14



Here is a structure of composition C3H6NiO4 from the Open Molecules 2025 dataset. Energies are from the ωB97M-V functional and the def2-TZVPD basis.

Computed properties:
ΔE to the lowest compared entry with this formula, charge and spin: 1.272 eV
⟨S²⟩: 3.752
LUMO level (alpha / beta): -3.5 / -6.7 eV
Charge: +1
Molar mass: 164.8 g/mol
Multiplicity: 4
Kohn-Sham gap (alpha / beta): 0.3286 / 0.3342 hartree
Max |F|: 2.98 eV/Å

Each line ends with the Löwdin charge.
CARTESIAN COORDINATES (ANGSTROEM)
O 0.85446 1.51387 -0.16178  -0.14
C -0.02016 2.59835 -0.22126  -0.71
C 1.48744 1.36082 -1.44885  -0.06
O 0.08077 3.19559 1.01589  -0.06
O 0.34398 3.37965 -1.26575  0.05
C 0.88881 2.51298 -2.26781  -0.07
Ni 1.58338 2.05457 1.79696  0.96
H 1.23643 0.37488 -1.85136  0.15
H 2.56889 1.45313 -1.30507  0.14
H 0.09282 2.17402 -2.94275  0.14
H 1.63829 3.07675 -2.83010  0.15
O -1.44667 2.23555 -0.25279  0.08
H -0.93565 3.29600 1.28544  0.23
H -1.90266 2.78284 -0.90331  0.13



Here is a structure of composition C2H11KO6 from the Open Molecules 2025 dataset. Energies are from the ωB97M-V functional and the def2-TZVPD basis.

Computed properties:
LUMO level: -1.0 eV
Charge: 0
Molar mass: 170.2 g/mol
Multiplicity: 1
Kohn-Sham gap: 0.2337 hartree
Max |F|: 1.64 eV/Å

Each line ends with the Löwdin charge.
CARTESIAN COORDINATES (ANGSTROEM)
K -0.62484 -0.80344 -0.88169  0.91
C -0.76564 2.07221 3.19991  -0.04
C -1.66881 1.30396 2.25449  -0.74
O -2.81202 0.98117 2.65946  -0.05
O -1.20139 1.07722 1.09008  -0.21
H 0.13942 1.54542 3.50232  0.07
H -1.37417 2.36491 4.05556  0.06
H -0.54273 3.07107 2.82484  0.07
O -0.64217 -3.65458 -1.23506  -0.09
H 0.00097 -3.98065 -1.86457  0.03
H -1.28468 -4.36023 -1.16105  0.05
O 1.74430 -1.64697 -2.86475  -0.04
H 1.94868 -1.60485 -1.93057  0.03
H 1.94312 -2.54967 -3.11344  0.04
O 0.37240 1.10420 -2.68215  -0.09
H 0.22276 0.66240 -3.51801  0.03
H 0.48664 2.02564 -2.91481  0.06
O 1.60421 1.09387 0.89756  -0.06
H 1.80497 0.16057 0.82772  0.01
H 0.64900 1.13777 0.85417  -0.05



What E values result from the calculations? In sequence: -2106.134964, -1205.002418, -1926.806064, -1134.212254 Ha.